One molecule with the formula C5H9ClO2S, computed with the ωB97M-V functional and the def2-TZVPD basis.

XYZ file:
```
18
Properties=species:S:1:pos:R:3:nbo_charge:R:1
C 0.004 1.548 -1.344 -0.62
C -0.046 0.181 -0.636 0.00
C 0.887 -0.859 -1.038 -0.65
C -1.429 -0.136 -0.091 -0.42
C -0.431 0.412 0.833 -0.50
S 0.325 -0.844 1.815 2.12
O 1.727 -0.572 1.974 -0.91
O -0.031 -2.184 1.509 -0.90
Cl -0.431 -0.385 3.629 -0.23
H 0.708 1.721 -2.100 0.23
H 0.240 2.394 -0.696 0.22
H -0.995 1.473 -1.747 0.22
H 1.910 -0.572 -0.620 0.23
H 1.085 -0.908 -2.061 0.23
H 0.771 -1.854 -0.618 0.25
H -1.574 -1.112 0.259 0.24
H -2.314 0.321 -0.423 0.23
H -0.406 1.374 1.355 0.27
```

As for the structure (SMILES): CC1(C)C[C@H]1S(=O)(=O)Cl. The HOMO energy comes out at -10.41 eV. The value obtained for the frontier orbital gap is 11.1 eV. Its maximum force is 3.901 eV Å⁻¹.

C5H9CoO3 as an isolated structure, computed with the ωB97M-V functional and the def2-TZVPD basis.

XYZ file:
```
18
Properties=species:S:1:pos:R:3:mulliken_spin:R:1
H -2.811 -0.863 4.019 0.00
O 0.232 -1.164 3.642 0.06
C -0.751 -0.508 3.980 0.01
H -0.668 0.182 4.839 0.00
H -2.307 0.444 2.959 0.00
C -2.043 -0.576 3.283 0.00
H -2.022 -1.269 2.437 0.00
C 3.773 -1.233 4.935 0.00
O 2.881 -0.249 5.439 0.04
Co 1.913 -1.353 4.276 2.81
O 4.848 -1.135 5.534 0.01
C 3.842 0.532 6.564 0.07
C 3.538 0.066 7.970 0.00
H 3.374 1.504 6.364 0.00
H 4.886 0.850 6.449 0.00
H 2.460 -0.083 8.117 0.00
H 3.881 0.824 8.688 0.00
H 4.044 -0.881 8.199 0.00
```

As for the charge: +1. The HOMO energy (alpha / beta) comes out at -13.19 / -13.29 eV. The value obtained for the frontier orbital gap (alpha / beta) is 8.5 / 7.6 eV. Its maximum force is 4.507 eV Å⁻¹. Its spin multiplicity is 4.

A 2-piece molecular cluster, C5H9F2NO4 overall, computed with the ωB97M-V functional and the def2-TZVPD basis.

XYZ file:
```
21
Properties=species:S:1:pos:R:3:nbo_charge:R:1
C -0.325 -1.768 0.001 -0.62
C -1.587 0.603 -0.200 -0.65
C -0.282 -0.229 -0.453 0.10
C 1.715 0.950 -0.279 0.52
C 5.610 -0.821 0.000 1.15
N 3.890 1.939 -0.135 -0.08
O 5.062 1.633 0.557 -0.62
O 2.880 1.021 0.306 -0.30
O 4.620 -1.062 -0.577 -0.56
O 0.757 0.322 0.412 -0.48
F 5.748 -0.950 1.298 -0.31
F 6.698 -0.318 -0.498 -0.29
H -1.266 -2.196 -0.469 0.21
H 0.475 -2.214 -0.471 0.21
H -0.066 -1.934 1.092 0.24
H -1.933 0.994 -1.151 0.22
H -1.121 1.376 0.421 0.24
H -2.396 0.088 0.273 0.22
H 0.032 -0.302 -1.441 0.18
H 1.401 1.174 -1.308 0.16
H 5.081 1.929 1.497 0.46
```

The HOMO energy (alpha / beta) comes out at -7.74 / -6.91 eV. The value obtained for the frontier orbital gap (alpha / beta) is 8.3 / 7.1 eV. Its maximum force is 4.778 eV Å⁻¹.

C5H9F6N2O4SbV as an isolated structure, computed with the ωB97M-V functional and the def2-TZVPD basis.

XYZ file:
```
28
Properties=species:S:1:pos:R:3:mulliken_spin:R:1
V -0.090 -0.757 -0.324 1.09
N 1.942 -0.146 -0.280 0.00
C 2.331 0.391 1.046 0.01
C 1.468 -0.290 2.090 0.00
O 1.823 -0.493 3.222 -0.02
N 0.252 -0.635 1.529 -0.09
C -0.801 -1.209 2.350 0.00
C -1.228 -2.421 1.529 0.00
O -1.417 -3.532 1.914 0.01
O -1.193 -2.095 0.219 0.02
H 2.559 -0.904 -0.556 0.00
H 1.998 0.577 -0.994 0.00
H 2.080 1.451 1.070 0.00
H 3.387 0.260 1.259 0.00
H -1.613 -0.483 2.438 0.00
H -0.455 -1.476 3.344 0.00
C -0.727 -1.123 -3.376 0.00
O -0.279 -1.019 -2.053 -0.03
H -0.185 -0.428 -4.018 0.00
H -1.790 -0.882 -3.423 0.00
H -0.582 -2.138 -3.747 0.00
F 0.419 1.872 -1.369 0.00
Sb -1.116 2.585 -0.471 0.00
F -2.014 2.665 -2.098 0.00
F -0.438 4.318 -0.543 0.00
F -2.682 2.990 0.446 0.00
F -0.176 2.298 1.131 0.00
F -1.475 0.624 -0.337 0.00
```

The HOMO energy (alpha / beta) comes out at -10.18 / -10.37 eV. The value obtained for the frontier orbital gap (alpha / beta) is 8.0 / 9.0 eV. Its maximum force is 1.776 eV Å⁻¹. Its spin multiplicity is 2.

An isolated ion of composition C5H9FN and charge +1, computed with the ωB97M-V functional and the def2-TZVPD basis.

XYZ file:
```
16
Properties=species:S:1:pos:R:3:nbo_charge:R:1
C 1.408 -1.039 0.309 -0.66
C 0.002 -0.474 0.668 -0.09
C 0.203 1.056 0.396 -0.41
C -0.289 1.037 -1.041 -0.44
C -1.503 0.037 -0.913 0.25
N -1.284 -0.759 0.034 0.13
F -1.992 -1.804 0.724 -0.11
H 1.902 -0.672 1.259 0.26
H 2.000 -0.361 -0.296 0.24
H 1.615 -2.134 0.434 0.27
H -0.267 -0.810 1.649 0.25
H 1.057 1.653 0.642 0.27
H -0.574 1.661 0.994 0.23
H 0.517 0.515 -1.541 0.26
H -0.562 1.981 -1.568 0.27
H -2.233 0.111 -1.748 0.29
```

As for the structure (SMILES): C[C@H]1CCC=[N+]1F. As for the charge: +1. The HOMO energy comes out at -15.95 eV. The value obtained for the frontier orbital gap is 10.7 eV. Its maximum force is 4.771 eV Å⁻¹.

One molecule with the formula C5H9FO, computed with the ωB97M-V functional and the def2-TZVPD basis.

XYZ file:
```
16
Properties=species:S:1:pos:R:3:nbo_charge:R:1
O -0.405 -2.080 -0.723 -0.71
C 0.399 -1.806 0.451 -0.09
C 1.005 -0.501 0.287 -0.41
C -0.077 0.554 0.466 -0.27
C -0.107 1.913 -0.030 -0.47
C -1.013 0.980 -0.666 0.16
F -0.654 0.395 -1.917 -0.36
H -0.876 -1.225 -0.770 0.46
H 1.227 -2.463 0.346 0.19
H -0.192 -1.796 1.355 0.16
H 1.716 -0.161 1.176 0.22
H 1.502 -0.378 -0.701 0.23
H -0.595 0.534 1.393 0.22
H 0.520 2.307 -0.883 0.24
H -0.347 2.854 0.647 0.24
H -2.103 0.872 -0.433 0.19
```

As for the structure (SMILES): OCC[C@H]1C[C@H]1F. The HOMO energy comes out at -10.01 eV. The value obtained for the frontier orbital gap is 10.9 eV. Its maximum force is 5.508 eV Å⁻¹.